(1)
A structure of composition H12NaO6, computed with ωB97M-V with the def2-TZVPD basis set.

- Molecular weight: 131.1 g mol⁻¹
- Total charge: +1
- E_LUMO: -3.054 eV

The geometry in XYZ format:
```
19
Properties=species:S:1:pos:R:3:lowdin_charge:R:1
Na 0.11 -0.09 0.03 0.45
O -1.69 -0.06 1.85 -0.03
H -2.14 0.66 1.42 0.03
H -1.89 0.04 2.78 0.06
O 0.10 2.29 0.95 -0.02
H -0.16 2.94 1.60 0.06
H 0.27 2.79 0.15 0.06
O 2.32 0.27 -1.79 -0.03
H 3.20 0.28 -1.43 0.05
H 2.29 -0.50 -2.36 0.05
O 1.83 -0.75 1.46 -0.03
H 2.76 -0.63 1.68 0.07
H 1.54 -1.47 2.03 0.07
O -2.06 0.49 -1.18 -0.02
H -1.99 1.03 -1.97 0.07
H -2.99 0.29 -1.11 0.07
O -0.48 -2.28 -1.07 -0.02
H -0.98 -2.17 -1.88 0.05
H -0.05 -3.13 -1.16 0.06
```

---

(2)
A cluster of 6 separate species, H12O5S2 in total, computed with ωB97M-V with the def2-TZVPD basis set.

- Spin multiplicity: 2
- Molecular weight: 156.2 g mol⁻¹
- Total charge: -1
- E_LUMO (alpha / beta): 2.849 / 2.822 eV

The geometry in XYZ format:
```
19
Properties=species:S:1:pos:R:3:lowdin_charge:R:1
S 2.45 0.70 0.79 -0.14
S 2.43 -0.65 -0.77 -0.04
H 1.62 0.01 1.62 -0.27
H 1.52 0.02 -1.45 -0.27
H -1.26 2.52 0.04 0.05
H -1.99 1.51 0.90 0.02
O -2.07 1.98 0.03 -0.12
H -3.23 0.21 -0.38 -0.04
H -4.06 -0.89 -0.86 0.05
O -3.33 -0.33 -1.10 -0.02
H -1.18 -0.54 1.55 0.02
H -0.96 0.18 2.94 0.03
O -1.53 0.19 2.15 -0.14
H -1.40 -0.21 -2.10 0.03
H -0.74 0.83 -1.11 0.01
O -0.57 0.08 -1.68 -0.12
H -0.82 -1.50 -0.40 -0.02
H 0.08 -2.65 0.17 0.13
O -0.70 -1.95 0.44 -0.16
```

---

(3)
A cluster of 6 separate species, H12O6 in total, computed with ωB97M-V with the def2-TZVPD basis set.

- Molecular weight: 108.1 g mol⁻¹
- SMILES string: O.O.O.O.O.O
- E_LUMO: -0.056 eV

The geometry in XYZ format:
```
18
Properties=species:S:1:pos:R:3:lowdin_charge:R:1
O 1.11 -0.74 -0.34 -0.10
H 0.78 0.02 0.14 0.01
H 0.57 -1.47 -0.03 0.03
O -2.42 -1.28 3.14 -0.06
H -1.78 -1.88 2.73 0.03
H -2.15 -0.41 2.85 0.02
O -1.20 -3.09 -1.51 -0.05
H -1.43 -2.18 -1.27 0.01
H -1.57 -3.20 -2.39 0.04
O -0.36 0.45 -1.04 -0.09
H -1.15 1.01 -0.98 0.06
H -0.51 -0.08 -1.83 0.06
O 0.25 1.49 2.09 -0.04
H 0.41 2.07 2.85 0.05
H -0.42 1.96 1.58 0.03
O 2.82 3.03 -2.16 -0.06
H 3.20 3.17 -3.03 0.03
H 2.48 2.13 -2.19 0.03
```

---

(4)
A cluster of 6 separate species, H12O6 in total, computed with ωB97M-V with the def2-TZVPD basis set.

- Molecular weight: 108.1 g mol⁻¹
- SMILES string: O.O.O.O.O.O
- E_LUMO: 0.110 eV

The geometry in XYZ format:
```
18
Properties=species:S:1:pos:R:3:lowdin_charge:R:1
O 1.28 -0.74 -1.87 -0.10
H 0.34 -1.06 -1.81 0.04
H 1.71 -1.51 -2.34 0.09
O -0.12 1.23 1.94 -0.09
H 0.27 0.32 1.88 0.03
H 0.46 1.72 1.32 0.04
O -1.29 -1.64 -0.70 -0.09
H -0.59 -1.71 -0.03 0.01
H -1.85 -0.92 -0.35 0.00
O -1.94 0.72 0.17 -0.12
H -1.23 1.06 -0.43 0.04
H -1.55 0.88 1.10 0.05
O 1.03 -1.19 1.21 -0.07
H 1.61 -1.91 1.05 0.05
H 1.28 -0.80 0.31 0.06
O 0.74 1.64 -0.59 -0.08
H 0.94 1.24 -1.46 0.05
H 1.17 2.53 -0.53 0.09
```

---

(5)
A structure of composition H12O6, computed with ωB97M-V with the def2-TZVPD basis set.

- Molecular weight: 108.1 g mol⁻¹
- E_LUMO: -0.688 eV

The geometry in XYZ format:
```
18
Properties=species:S:1:pos:R:3:lowdin_charge:R:1
O 19.67 -8.05 30.20 -0.05
H 20.23 -7.60 29.58 0.00
H 18.78 -7.86 29.90 0.00
O 20.72 -4.67 31.41 -0.02
H 21.20 -4.48 30.60 0.02
H 21.16 -4.15 32.08 0.05
O 20.33 -6.02 28.70 -0.03
H 21.16 -5.78 28.29 -0.15
H 20.36 -5.64 29.58 0.05
O 18.00 -6.24 28.48 -0.07
H 18.91 -5.94 28.55 -0.08
H 17.83 -6.67 29.32 0.01
O 22.39 -7.15 26.57 -0.04
H 22.29 -6.68 27.39 -0.19
H 23.27 -7.52 26.61 0.05
O 22.26 -5.67 27.93 0.13
H 22.93 -4.99 28.02 0.18
H 21.83 -5.46 27.09 0.16
```

---

(6)
A cluster of 6 separate species, H12O6 in total, computed with ωB97M-V with the def2-TZVPD basis set.

- Molecular weight: 108.1 g mol⁻¹
- SMILES string: O.O.O.O.O.O
- E_LUMO: -0.389 eV

The geometry in XYZ format:
```
18
Properties=species:S:1:pos:R:3:lowdin_charge:R:1
O -0.39 -0.41 -0.48 -0.06
H 0.28 -0.68 -1.08 0.02
H -0.73 0.51 -0.82 0.14
O -5.49 0.37 -0.03 -0.03
H -6.08 -0.27 -0.31 -0.02
H -4.70 0.07 -0.51 0.04
O 0.20 -0.83 2.24 -0.05
H -0.07 -0.10 1.70 0.00
H -0.32 -1.57 1.93 0.04
O 1.73 -3.42 -0.81 -0.02
H 2.53 -3.14 -0.51 -0.02
H 1.22 -2.61 -0.60 0.03
O 1.74 4.04 -0.18 -0.02
H 1.97 3.11 0.08 0.04
H 2.14 4.19 -0.97 -0.02
O 2.18 0.03 0.42 -0.07
H 2.50 0.80 -0.13 0.06
H 1.30 -0.11 0.07 -0.05
```